Entry P
The following is a DFT calculation (the ωB97M-V functional and the def2-TZVPD basis) of a cluster of 2 separate species, C3H4N2O2 in total.

Properties
**HOMO-LUMO gap**: 8.96 eV
**Highest occupied orbital energy**: -0.4020 Ha
**E_LUMO**: -1.98 eV
**SMILES**: O=C1N=CC=N1.O

Each line ends with the Löwdin charge.
Positions of all 11 atoms, in Å:
O  -0.030  0.348  0.168  0.1720
C  -1.121  -0.088  0.028  -0.4924
N  -2.113  0.508  -0.820  0.1380
C  -3.109  -0.321  -0.799  -0.0862
C  -2.801  -1.460  0.032  -0.1132
N  -1.633  -1.368  0.527  0.1501
H  -3.916  -0.022  -1.500  0.1284
H  -3.372  -2.331  0.261  0.1085
O  3.111  -1.974  -0.448  -0.1243
H  2.479  -2.476  -1.035  0.0551
H  2.722  -1.335  0.229  0.0641

Entry Q
The following is a DFT calculation (the ωB97M-V functional and the def2-TZVPD basis) of the molecule C3H4N2O2.

Properties
**HOMO-LUMO gap**: 9.67 eV
**Highest occupied orbital energy**: -0.3350 Ha
**E_LUMO**: 0.55 eV
**SMILES**: O/N=C1/C=NOC1

Each line ends with the Löwdin charge.
Positions of all 11 atoms, in Å:
O  -0.300  2.012  0.922  0.0224
N  0.126  1.536  -0.197  0.0131
C  0.066  0.343  -0.228  -0.3120
C  0.588  -0.419  -1.362  -0.0781
N  0.403  -1.717  -1.319  0.0976
O  -0.443  -1.931  -0.177  -0.1651
C  -0.433  -0.772  0.639  -0.1331
H  -0.158  2.924  1.076  0.0973
H  1.379  -0.004  -2.110  0.1544
H  0.166  -1.253  1.565  0.1744
H  -1.394  -0.718  1.191  0.1290

Which one sits at the top of the stability order? entry P does.

Entry P
The following is a DFT calculation (the ωB97M-V functional and the def2-TZVPD basis) of a cluster of 11 separate species, C33H66O33 in total.

Properties
**HOMO-LUMO gap**: 10.92 eV
**Highest occupied orbital energy**: -0.3851 Ha
**E_LUMO**: 0.44 eV
**SMILES**: COC(=O)OC.COC(=O)OC.COC(=O)OC.COC(=O)OC.COC(=O)OC.COC(=O)OC.COC(=O)OC.COC(=O)OC.COC(=O)OC.COC(=O)OC.COC(=O)OC

Each line ends with the Löwdin charge.
Positions of all 132 atoms, in Å:
C  2.130  23.821  0.086  -0.0218
O  1.083  24.206  -0.802  0.0217
C  0.126  23.332  -1.032  -0.6144
O  -0.003  22.230  -0.556  0.1077
O  -0.785  23.934  -1.789  0.0190
C  -1.767  23.084  -2.377  -0.0151
H  2.495  22.834  -0.192  0.0832
H  1.785  23.831  1.120  0.1025
H  2.924  24.557  -0.001  0.0958
H  -1.287  22.377  -3.059  0.0857
H  -2.467  23.598  -3.031  0.1032
H  -2.273  22.560  -1.569  0.0646
C  -3.208  22.653  0.802  -0.0560
O  -3.107  24.061  0.840  0.0167
C  -4.227  24.773  0.747  -0.6283
O  -5.322  24.347  0.526  0.1389
O  -3.896  26.037  0.895  0.0078
C  -4.841  27.073  0.771  -0.0453
H  -4.022  22.258  0.195  0.1049
H  -3.318  22.261  1.815  0.1025
H  -2.292  22.189  0.438  0.0536
H  -4.268  27.994  0.716  0.0940
H  -5.580  27.075  1.572  0.0987
H  -5.390  27.005  -0.173  0.0974
C  1.699  16.481  -4.593  -0.0345
O  1.362  17.748  -4.068  -0.0129
C  2.121  18.238  -3.110  -0.6168
O  3.217  17.875  -2.807  0.1475
O  1.459  19.299  -2.625  -0.0094
C  2.072  19.976  -1.529  -0.0355
H  2.703  16.535  -5.032  0.0976
H  1.088  16.161  -5.432  0.0970
H  1.757  15.738  -3.797  0.1033
H  1.560  19.795  -0.589  0.0973
H  2.129  21.030  -1.790  0.0817
H  3.116  19.701  -1.364  0.0944
C  -3.714  14.142  6.383  0.0120
O  -2.824  15.116  6.980  -0.0258
C  -1.788  15.561  6.291  -0.6200
O  -1.365  15.028  5.301  0.1214
O  -1.183  16.621  6.822  0.0013
C  -1.756  17.277  7.951  -0.0257
H  -3.658  14.122  5.294  0.0763
H  -4.679  14.428  6.782  0.0916
H  -3.332  13.169  6.688  0.1038
H  -2.456  16.670  8.516  0.0940
H  -2.325  18.124  7.550  0.0945
H  -0.980  17.725  8.567  0.0954
C  -0.305  13.363  2.876  -0.0379
O  0.702  12.445  2.498  -0.0272
C  0.407  11.128  2.538  -0.6102
O  -0.675  10.695  2.778  0.1528
O  1.499  10.385  2.462  0.0179
C  2.748  10.944  2.104  -0.0546
H  -1.208  13.215  2.277  0.0808
H  -0.011  14.400  2.764  0.0882
H  -0.663  13.167  3.885  0.0877
H  3.372  11.290  2.923  0.0971
H  2.640  11.683  1.308  0.0957
H  3.271  10.158  1.551  0.0935
C  4.516  15.070  8.711  -0.0539
O  3.599  15.361  7.683  0.0156
C  3.244  16.615  7.449  -0.6174
O  3.716  17.591  7.958  0.1287
O  2.269  16.591  6.538  0.0127
C  1.935  17.853  5.982  -0.0432
H  4.529  15.776  9.538  0.0961
H  5.528  14.842  8.374  0.0949
H  4.197  14.109  9.124  0.0927
H  2.014  18.638  6.732  0.0938
H  0.912  17.782  5.619  0.0754
H  2.560  18.133  5.132  0.0993
C  -7.455  18.566  7.749  -0.0246
O  -6.528  19.121  6.816  0.0117
C  -5.821  18.313  6.060  -0.6281
O  -5.962  17.101  6.047  0.0961
O  -4.903  18.983  5.403  0.0278
C  -4.238  18.251  4.363  -0.0068
H  -6.945  17.914  8.454  0.0979
H  -8.155  17.957  7.176  0.0963
H  -7.990  19.382  8.220  0.0945
H  -3.614  18.892  3.743  0.0816
H  -5.052  17.891  3.735  0.1083
H  -3.555  17.497  4.753  0.0870
C  -5.583  19.355  -5.389  -0.0317
O  -4.281  19.605  -5.908  0.0212
C  -3.293  19.632  -5.038  -0.6190
O  -3.405  19.575  -3.838  0.1142
O  -2.155  19.784  -5.696  0.0358
C  -0.972  19.674  -4.952  -0.0543
H  -5.553  18.656  -4.557  0.0938
H  -6.187  18.951  -6.197  0.0943
H  -6.091  20.261  -5.060  0.0971
H  -0.793  20.525  -4.278  0.0784
H  -0.077  19.715  -5.567  0.1032
H  -0.968  18.841  -4.252  0.0741
C  -3.658  15.778  -7.658  -0.0304
O  -2.753  15.920  -6.564  -0.0082
C  -3.257  16.007  -5.324  -0.6201
O  -4.397  15.772  -5.008  0.1282
O  -2.256  16.387  -4.560  -0.0092
C  -2.352  16.316  -3.133  -0.0171
H  -3.676  14.726  -7.941  0.0956
H  -3.259  16.320  -8.513  0.0921
H  -4.631  16.171  -7.378  0.0915
H  -3.145  16.974  -2.787  0.0937
H  -1.385  16.505  -2.679  0.0935
H  -2.623  15.288  -2.883  0.0969
C  -3.154  15.243  0.825  -0.0043
O  -4.378  15.561  1.478  0.0140
C  -4.811  14.819  2.486  -0.6155
O  -4.297  13.795  2.872  0.1144
O  -5.995  15.262  2.856  0.0124
C  -6.649  14.659  3.942  -0.0441
H  -3.381  15.095  -0.235  0.0949
H  -2.790  14.276  1.164  0.0828
H  -2.477  16.090  0.852  0.0736
H  -7.707  14.895  3.943  0.0999
H  -6.167  14.940  4.883  0.0651
H  -6.487  13.575  3.923  0.0991
C  -1.303  17.350  2.950  -0.0175
O  -0.897  17.535  1.574  -0.0030
C  -1.533  18.514  0.954  -0.6325
O  -2.147  19.413  1.447  0.1359
O  -1.258  18.422  -0.343  0.0100
C  -1.634  19.477  -1.207  -0.0369
H  -1.530  18.306  3.413  0.0848
H  -0.492  16.834  3.452  0.0873
H  -2.209  16.746  2.939  0.0805
H  -1.720  20.436  -0.695  0.0611
H  -2.610  19.282  -1.648  0.0833
H  -0.904  19.612  -1.999  0.0751

Entry Q
The following is a DFT calculation (the ωB97M-V functional and the def2-TZVPD basis) of a cluster of 11 separate species, C33H66O33 in total.

Properties
**HOMO-LUMO gap**: 10.71 eV
**Highest occupied orbital energy**: -0.3768 Ha
**E_LUMO**: 0.45 eV
**SMILES**: COC(=O)OC.COC(=O)OC.COC(=O)OC.COC(=O)OC.COC(=O)OC.COC(=O)OC.COC(=O)OC.COC(=O)OC.COC(=O)OC.COC(=O)OC.COC(=O)OC

Each line ends with the Löwdin charge.
Positions of all 132 atoms, in Å:
C  -3.546  2.383  -0.530  -0.0103
O  -4.698  1.512  -0.267  -0.0330
C  -5.676  1.941  0.596  -0.5578
O  -5.897  3.060  1.059  0.0981
O  -6.362  0.929  1.102  0.0062
C  -5.953  -0.449  1.084  -0.0226
H  -3.675  2.947  -1.454  0.0657
H  -2.701  1.703  -0.636  0.0812
H  -3.323  3.011  0.333  0.0895
H  -6.745  -1.161  1.317  0.0963
H  -5.046  -0.640  1.657  0.0908
H  -5.589  -0.749  0.102  0.0725
C  3.345  -1.160  -3.391  -0.0279
O  3.685  -2.460  -3.876  -0.0133
C  4.358  -2.520  -5.043  -0.6035
O  4.801  -1.586  -5.698  0.1034
O  4.599  -3.788  -5.268  -0.0029
C  5.498  -4.199  -6.309  -0.0207
H  2.962  -1.530  -2.440  0.0849
H  2.504  -0.662  -3.873  0.0968
H  4.267  -0.578  -3.408  0.0957
H  6.462  -3.746  -6.077  0.0991
H  5.121  -3.909  -7.290  0.0959
H  5.573  -5.287  -6.314  0.0920
C  -4.882  -4.766  0.759  -0.0598
O  -3.508  -5.067  0.655  -0.0313
C  -2.580  -4.113  1.025  -0.5673
O  -2.870  -2.941  1.206  0.0976
O  -1.399  -4.661  1.196  0.0206
C  -0.315  -3.830  1.621  -0.0131
H  -5.367  -4.284  -0.090  0.0910
H  -4.940  -4.149  1.655  0.0908
H  -5.535  -5.598  1.022  0.0912
H  -0.157  -4.255  2.612  0.1018
H  -0.522  -2.761  1.669  0.0715
H  0.541  -3.920  0.953  0.0796
C  -1.783  1.379  -6.625  -0.0467
O  -2.284  1.024  -5.349  -0.0149
C  -2.742  1.952  -4.457  -0.4126
O  -3.229  1.584  -3.367  0.0795
O  -2.573  3.296  -4.891  -0.0581
C  -2.647  4.325  -3.983  -0.0698
H  -2.210  0.607  -7.266  0.1005
H  -0.702  1.497  -6.691  0.0998
H  -2.241  2.313  -6.952  0.0898
H  -1.958  5.118  -4.275  0.1079
H  -2.618  4.006  -2.941  0.0759
H  -3.686  4.627  -4.112  0.1020
C  -1.282  -0.990  -2.140  -0.0271
O  -0.495  -0.184  -1.319  -0.0032
C  0.609  -0.602  -0.684  -0.5272
O  1.004  -1.787  -0.590  0.0793
O  1.144  0.473  -0.113  -0.0061
C  2.217  0.384  0.720  -0.0737
H  -1.276  -0.608  -3.161  0.0986
H  -2.318  -0.938  -1.807  0.0944
H  -0.980  -2.035  -2.069  0.0967
H  2.750  1.335  0.700  0.0847
H  2.939  -0.383  0.441  0.0581
H  1.890  0.158  1.735  0.1068
C  -0.077  3.194  0.556  0.0242
O  -0.451  4.529  1.078  -0.0067
C  -0.600  5.569  0.269  -0.5802
O  -0.425  5.572  -0.947  0.0990
O  -0.989  6.653  0.935  0.0071
C  -1.473  6.700  2.188  -0.0916
H  0.993  3.007  0.654  0.0822
H  -0.379  3.104  -0.488  0.0939
H  -0.598  2.451  1.160  0.0783
H  -2.374  6.108  2.346  0.0865
H  -1.866  7.700  2.375  0.1038
H  -0.638  6.381  2.812  0.1055
C  0.979  2.800  4.776  -0.0082
O  1.978  1.787  4.987  0.0042
C  3.016  1.674  4.181  -0.5823
O  3.366  2.393  3.278  0.1211
O  3.740  0.593  4.621  -0.0121
C  4.950  0.194  4.027  -0.0602
H  0.361  2.855  5.672  0.0958
H  0.383  2.446  3.936  0.0794
H  1.467  3.773  4.717  0.1007
H  5.764  0.825  4.383  0.0997
H  4.928  0.330  2.946  0.0689
H  5.315  -0.821  4.188  0.0944
C  -3.916  3.521  4.052  -0.0565
O  -3.686  2.370  3.314  -0.0068
C  -2.609  1.592  3.575  -0.5142
O  -1.915  1.592  4.634  0.0577
O  -2.258  0.930  2.490  -0.0183
C  -1.297  -0.129  2.506  -0.0022
H  -3.265  4.321  3.698  0.0861
H  -3.619  3.388  5.092  0.0904
H  -4.978  3.754  4.121  0.1063
H  -1.102  -0.479  1.492  0.0877
H  -1.789  -1.011  2.917  0.0937
H  -0.537  0.196  3.217  0.0964
C  -5.440  -0.788  -3.033  -0.0129
O  -4.789  -1.881  -2.366  0.0098
C  -4.025  -2.740  -2.967  -0.6779
O  -3.715  -2.744  -4.138  0.1174
O  -3.572  -3.596  -2.096  -0.0060
C  -2.731  -4.692  -2.460  -0.0123
H  -6.510  -0.975  -3.119  0.0953
H  -5.199  -0.705  -4.093  0.0917
H  -5.187  0.131  -2.504  0.0760
H  -2.309  -5.091  -1.538  0.0847
H  -1.916  -4.309  -3.074  0.0932
H  -3.184  -5.487  -3.053  0.1023
C  3.807  -3.058  1.044  -0.0399
O  4.374  -3.290  2.326  -0.0046
C  3.528  -3.554  3.355  -0.5205
O  2.324  -3.220  3.460  0.0818
O  4.258  -4.132  4.318  -0.0183
C  3.766  -4.358  5.621  -0.0389
H  2.866  -3.520  0.746  0.0853
H  4.440  -3.462  0.254  0.0987
H  3.782  -1.983  0.862  0.0644
H  4.480  -4.673  6.382  0.0975
H  3.003  -5.124  5.481  0.0975
H  3.250  -3.450  5.932  0.0970
C  7.060  -0.032  1.210  -0.0322
O  6.586  1.243  0.759  0.0040
C  5.613  1.330  -0.142  -0.5432
O  4.908  0.388  -0.572  0.0587
O  5.438  2.635  -0.417  -0.0017
C  4.432  3.143  -1.368  0.0036
H  7.651  -0.522  0.436  0.0985
H  6.291  -0.748  1.499  0.0779
H  7.741  0.179  2.034  0.1006
H  4.698  4.153  -1.679  0.0903
H  3.420  3.101  -0.965  0.0849
H  4.505  2.695  -2.359  0.0904

Which one sits at the top of the stability order? entry P does.